# C4H9N2

A gas-phase ion, C4H9N2 (charge +1) in a non-equilibrium geometry (ωB97M-V with the def2-TZVPD basis set, the OMol25 dataset).

**HOMO energy**: -13.7731 eV
**SMILES string**: N[C@H]1[C@@H]2C[NH2+][C@H]12
**Total charge**: +1

Positions of all 15 atoms, in Å:
N  -0.7213  1.8332  -1.2652
N  0.0260  -1.4798  0.2302
C  0.3393  0.5916  0.6985
C  0.0263  0.7865  -0.7561
C  -0.7673  -0.2226  -0.0288
C  1.0747  -0.6613  0.9799
H  0.8242  0.3706  -1.4259
H  -0.3116  2.6974  -1.4847
H  2.1101  -0.8449  0.4867
H  -1.2592  2.0967  -0.4211
H  -0.7084  -1.8447  0.8842
H  -1.7809  -0.3011  0.0873
H  1.2007  -1.0008  2.0568
H  0.1449  -2.0063  -0.5710
H  0.0739  1.3247  1.4388

Cartesian forces, eV/Å:
-2.553 0.238 1.946
-3.198 1.840 3.140
-1.644 0.934 0.533
2.811 -1.936 -1.473
3.093 0.541 -0.118
3.064 -1.829 0.084
-0.794 0.464 0.335
1.580 0.922 -0.663
-1.704 0.589 0.686
-0.620 0.260 -0.956
1.651 -1.028 -0.512
-2.384 0.170 0.094
-0.559 0.447 -1.399
0.929 -1.855 -1.845
0.327 0.244 0.147

---

# C4H9N2

A molecular structure, C4H9N2 in a non-equilibrium geometry (ωB97M-V with the def2-TZVPD basis set, the OMol25 dataset).

**HOMO energy**: -15.6137 eV
**Total charge**: +1

Positions of all 15 atoms, in Å:
N  -0.9210  0.8411  0.2752
N  -1.6286  -1.0256  -0.2561
C  -0.2822  -0.2694  -0.0773
C  1.0541  -0.5289  -0.5465
C  -2.2502  0.1862  0.1709
C  2.1149  0.1969  0.3118
H  -2.8232  0.2781  1.0100
H  -2.5789  0.6643  -0.8342
H  2.2184  1.1140  -0.0913
H  -1.7870  -1.8716  0.2026
H  1.1242  0.1484  -1.4633
H  3.0551  -0.2727  0.2661
H  1.2726  -1.5383  -0.7916
H  1.9147  0.3288  1.4380
H  -0.4828  1.7486  0.3856

Cartesian forces, eV/Å:
1.852 -2.011 0.382
4.843 2.570 -0.012
-5.191 -1.335 -0.577
0.914 2.323 -0.456
1.249 2.711 -4.770
-1.235 -1.927 3.227
-1.790 -0.056 1.990
-0.877 -0.555 2.072
0.571 3.273 -1.018
-0.186 -1.672 0.872
-0.415 -1.479 0.406
1.088 -0.787 -0.268
-0.093 -0.835 -0.113
-0.117 -0.442 -1.696
-0.613 0.221 -0.041

---

# C4H9N2

A gas-phase ion, C4H9N2 (charge +1) in a non-equilibrium geometry (ωB97M-V with the def2-TZVPD basis set, the OMol25 dataset).

**HOMO energy**: -14.7045 eV
**SMILES string**: C=[N+]1CN1CC
**Total charge**: +1

Positions of all 15 atoms, in Å:
N  -1.3093  0.8050  -0.2906
N  -0.3155  -0.0635  0.0267
C  -2.5237  1.3118  0.0140
C  0.7277  -0.4132  1.0173
C  1.7339  -1.3766  0.2837
C  -0.2408  0.6586  -1.2027
H  -2.7565  0.9937  1.0576
H  -2.9137  1.9193  -0.8002
H  -0.2691  0.0383  -2.0947
H  2.7451  -0.9429  0.1591
H  1.2670  0.4266  1.2901
H  1.7589  -2.3787  0.7219
H  0.2264  1.6565  -1.2586
H  1.4275  -1.4857  -0.7703
H  0.4422  -1.1493  1.8469

Cartesian forces, eV/Å:
-3.944 0.467 1.668
-0.344 -0.573 -0.056
4.988 -2.461 0.139
0.138 -3.306 0.081
0.004 0.690 -1.505
0.904 0.914 -0.895
-0.817 0.894 -1.121
-0.527 -0.058 0.669
-0.517 0.379 -0.125
-0.487 -0.251 0.657
0.637 1.787 1.163
0.108 0.398 -0.030
0.672 -0.740 -0.135
-0.097 -0.255 0.349
-0.715 2.115 -0.858

---

# C4H9N2

A gas-phase ion, C4H9N2 (charge +1) in a non-equilibrium geometry (ωB97M-V with the def2-TZVPD basis set, the OMol25 dataset).

**HOMO energy**: -16.1886 eV
**SMILES string**: CCC[N+]1=NC1
**Total charge**: +1

Positions of all 15 atoms, in Å:
N  2.0519  -0.0546  -1.0605
N  1.7891  0.1160  0.1587
C  -1.1461  0.8163  -0.8389
C  -0.7741  -0.0684  0.3759
C  0.5554  0.3091  0.9938
C  3.1896  -0.0807  -0.1193
H  0.6255  -0.2060  1.9954
H  -0.7722  -1.1191  0.0549
H  -0.2794  0.8515  -1.4974
H  -1.4876  0.0605  1.2642
H  3.7905  0.8691  -0.1663
H  3.7527  -0.9266  0.2378
H  -2.0383  0.2864  -1.3668
H  -1.4383  1.8107  -0.6921
H  0.6156  1.3738  1.3746

Cartesian forces, eV/Å:
-1.110 -0.367 2.786
-0.308 -0.769 -2.296
-1.069 -2.952 -0.979
-0.647 1.111 0.215
0.083 0.758 2.143
1.535 2.715 0.428
0.888 -0.126 -1.279
0.008 0.238 0.331
-0.252 -0.166 -0.408
0.763 -0.333 -1.376
-0.632 -1.050 0.222
-0.530 -0.752 -0.321
1.704 1.027 0.625
-0.414 1.402 0.890
-0.019 -0.735 -0.982

---

# C4H9N2

A gas-phase ion, C4H9N2 (charge +1) in a non-equilibrium geometry (ωB97M-V with the def2-TZVPD basis set, the OMol25 dataset).

**HOMO energy**: -16.0849 eV
**SMILES string**: [H]/N=[N+]1/CC1(C)C
**Total charge**: +1

Positions of all 15 atoms, in Å:
N  -1.2210  0.0251  0.0364
N  -2.0628  -0.0684  0.8368
C  0.1311  0.0141  -0.2002
C  0.9455  1.2813  0.0335
C  -0.8380  0.0187  -1.2859
C  0.6833  -1.2708  0.4088
H  -1.1757  0.7209  -2.0355
H  1.4432  1.2792  1.0985
H  0.4010  2.3175  0.0244
H  -0.9169  -0.9840  -1.7763
H  1.8525  1.2430  -0.5956
H  0.9744  -2.0195  -0.3063
H  1.5643  -0.8667  0.8811
H  -1.8161  0.1549  1.8047
H  0.0351  -1.8452  1.0757

Cartesian forces, eV/Å:
0.394 1.060 -0.097
-4.752 0.503 1.887
3.149 1.733 1.331
1.089 1.556 2.707
-1.107 -3.752 -4.209
0.924 -0.009 -0.539
0.318 0.983 0.601
-1.200 -0.221 -1.742
0.794 -2.162 -0.612
-0.304 0.652 0.484
-0.726 0.278 -0.198
0.346 -0.008 -0.701
0.370 -0.808 0.657
0.819 -0.548 0.192
-0.113 0.742 0.237

---

# C4H9N2

A gas-phase ion, C4H9N2 (charge +1) in a non-equilibrium geometry (ωB97M-V with the def2-TZVPD basis set, the OMol25 dataset).

**HOMO energy**: -14.4841 eV
**SMILES string**: C=[N+]1C[C@]1(C)N
**Total charge**: +1

Positions of all 15 atoms, in Å:
N  0.7030  1.3816  0.9121
N  0.1634  -0.1993  -1.0626
C  -0.0737  0.3548  0.5047
C  0.6771  -0.7253  -2.0484
C  -0.2992  -0.8126  1.4125
C  -0.9728  0.5111  -0.6239
H  -0.8754  -1.6106  0.9573
H  1.2818  1.1019  1.7436
H  -1.8143  -0.2745  -0.5071
H  0.2982  -0.7895  -3.0483
H  -1.0152  -0.3411  2.1196
H  -1.2761  1.5021  -1.0741
H  0.8629  2.3483  0.6458
H  0.7127  -1.1460  1.8868
H  1.6274  -1.3009  -1.8182

Cartesian forces, eV/Å:
1.530 -1.500 2.844
-0.084 0.661 0.432
0.680 1.274 0.088
2.698 -2.178 -0.211
1.074 0.841 1.325
-3.350 -0.611 -0.821
0.468 -0.194 -0.264
-0.643 0.738 -1.336
0.817 1.797 -0.526
-0.509 0.389 -0.501
0.690 -0.599 0.391
0.512 -1.222 0.502
-0.767 -0.562 -0.642
-2.135 0.414 -0.632
-0.981 0.751 -0.649

---

# C4H9N2O

2 unconnected molecules or ions with the total composition C4H9N2O in a non-equilibrium geometry (ωB97M-V with the def2-TZVPD basis set, the OMol25 dataset).

**HOMO energy (spin up / spin down)**: -3.7547 / -7.3936 eV
**2S+1**: 2

Positions of all 16 atoms, in Å:
O  -0.7926  0.1710  -2.7284
N  -1.2352  0.9793  0.3321
N  0.9278  0.7177  -0.0411
C  0.5170  -0.2729  0.8765
C  1.0951  -1.5097  1.3740
C  -0.1955  1.4967  -0.4104
C  -0.7879  0.0505  1.2124
H  1.8876  0.8017  -0.3114
H  -1.2850  0.8509  -3.2101
H  -0.4353  -0.6307  -3.0829
H  -0.1851  2.1807  -1.2518
H  -2.1948  1.2491  0.2567
H  0.3756  -2.0023  2.0705
H  1.6057  -2.2692  0.7082
H  1.9697  -1.4722  2.1119
H  -1.2670  -0.3407  2.0937

Cartesian forces, eV/Å:
-0.262 0.998 1.655
-1.444 0.979 0.336
0.164 -1.799 0.018
-2.449 1.564 0.487
2.925 -2.038 2.363
1.680 1.319 0.066
2.325 -1.473 -0.468
-0.204 0.330 -0.334
0.528 -1.277 -0.709
-0.360 -0.025 -1.363
-0.442 -0.589 0.344
0.062 0.223 -0.027
0.152 0.111 -1.071
-1.370 0.844 -0.153
-0.626 0.951 -0.700
-0.676 -0.118 -0.442

---

# C4H9N2O

2 unconnected molecules or ions with the total composition C4H9N2O in a non-equilibrium geometry (ωB97M-V with the def2-TZVPD basis set, the OMol25 dataset).

**HOMO energy**: -14.1469 eV
**Total charge**: +1

Positions of all 16 atoms, in Å:
O  -0.1344  3.5173  -1.2117
N  -0.9609  -0.6068  0.2370
N  0.6662  0.8653  0.2839
C  0.1854  -1.3363  0.2770
C  1.2019  -0.4371  0.2640
C  -0.6455  0.7227  0.1770
C  0.0665  -2.8806  0.2467
H  0.6068  -3.4740  0.9872
H  2.2674  -0.4191  0.1975
H  1.1148  1.8309  0.3103
H  0.4180  -3.2711  -0.7323
H  -1.2706  1.3333  0.7057
H  0.0375  4.1160  -1.8772
H  -1.0593  -3.1911  0.3671
H  -2.0269  -0.8199  0.2860
H  -0.4671  4.0508  -0.5181

Cartesian forces, eV/Å:
-0.044 -2.789 1.568
-2.284 2.453 -0.341
-0.300 -0.317 -0.791
-0.227 -2.521 -0.062
0.870 2.031 0.071
0.733 -2.328 1.426
-1.492 -0.129 -0.689
0.137 0.715 0.212
0.346 -1.020 0.091
-0.513 -2.003 -0.201
-0.360 0.368 0.481
-1.997 2.342 0.013
0.713 1.900 -2.537
2.130 0.759 -0.314
2.921 -0.321 -0.084
-0.633 0.860 1.154

---

# C4H9N2O

A gas-phase ion, C4H9N2O (charge +1) in a non-equilibrium geometry (ωB97M-V with the def2-TZVPD basis set, the OMol25 dataset).

**HOMO energy**: -13.4958 eV
**SMILES string**: C/C=C/N/C=[NH+]\O
**Total charge**: +1

Positions of all 16 atoms, in Å:
O  1.4432  1.5486  0.4541
N  1.0436  -1.4478  0.1742
N  2.2332  0.5567  -0.2933
C  2.0923  -0.7385  -0.1236
C  -2.2092  0.4853  -0.0198
C  -0.2667  -1.0802  0.4358
C  -0.8598  0.0058  -0.0949
H  2.9121  -1.3154  -0.4303
H  2.9959  1.1604  -0.6770
H  -2.1436  1.4883  -0.0100
H  1.2395  -2.4828  0.1840
H  -2.6620  0.0487  0.8602
H  1.6336  1.2869  1.3895
H  -0.3686  0.6620  -0.7397
H  -0.7115  -1.7706  1.0675
H  -2.6530  0.1252  -0.8953

Cartesian forces, eV/Å:
0.897 -2.169 -0.079
1.446 -1.539 0.145
-0.601 3.617 1.407
-0.170 0.288 -1.103
-0.326 -3.371 2.114
-1.111 2.311 -0.922
1.676 -1.767 0.379
1.287 -0.559 -0.452
-0.404 -1.910 0.295
-0.487 3.560 0.141
-0.325 1.596 0.085
-0.777 0.268 0.076
-0.310 0.534 -0.747
1.688 0.406 -1.011
-1.212 -0.996 1.067
-1.271 -0.270 -1.394

---

# C4H9N2O

2 unconnected molecules or ions with the total composition C4H9N2O in a non-equilibrium geometry (ωB97M-V with the def2-TZVPD basis set, the OMol25 dataset).

**HOMO energy (spin up / spin down)**: -14.5822 / -14.5832 eV
**Total charge**: +1

Positions of all 16 atoms, in Å:
O  -0.2233  -1.6596  -0.8370
N  3.0938  -0.2929  0.5081
N  -0.3156  0.3407  0.2196
C  0.3099  1.5620  0.7191
C  -1.6895  0.1171  -0.1043
C  -1.6290  -1.1719  -1.0037
C  0.3620  -0.7226  -0.1838
H  -1.6523  -0.7499  -2.0661
H  -2.3009  -0.0150  0.8096
H  -2.1176  0.9598  -0.6390
H  3.6231  -0.5892  -0.2537
H  1.1943  1.3128  1.2030
H  3.1582  -1.0412  1.1555
H  -2.2048  -2.1014  -0.8867
H  0.7555  2.1042  -0.1389
H  -0.3638  1.9471  1.4983

Cartesian forces, eV/Å:
0.360 1.135 0.981
-3.136 1.851 0.760
2.313 -2.412 -0.948
-0.698 -0.076 -0.501
-2.397 -0.895 0.522
0.351 1.208 -2.028
2.167 1.142 0.693
-0.186 -1.213 1.215
0.382 -0.008 -0.305
0.051 -0.002 -0.212
0.993 -0.854 -2.407
1.475 -0.999 1.210
-0.228 -1.309 1.114
-0.326 0.973 0.314
-1.364 0.642 0.516
0.242 0.815 -0.921

---

# C4H9N2O

2 unconnected molecules or ions with the total composition C4H9N2O in a non-equilibrium geometry (ωB97M-V with the def2-TZVPD basis set, the OMol25 dataset).

**HOMO energy**: -13.3951 eV
**Total charge**: +1

Positions of all 16 atoms, in Å:
O  0.7239  2.1303  0.1376
N  -0.2338  -0.2776  1.0939
N  1.3669  -0.8363  -0.3878
C  0.1985  -0.8670  -1.0537
C  -2.1907  -0.1059  -0.4349
C  1.1257  -0.3082  0.9045
C  -0.8274  -0.5067  -0.1083
H  -2.7126  -0.8459  -1.1756
H  -0.1936  2.0544  -0.1783
H  -2.2108  0.8841  -1.0010
H  -2.9911  -0.0787  0.2801
H  -0.7204  -0.2426  2.0056
H  -0.1138  -1.3297  -2.0200
H  2.1612  -1.5799  -0.6838
H  2.0236  0.0007  1.5017
H  1.1969  2.6193  -0.6182

Cartesian forces, eV/Å:
0.647 1.119 -2.036
2.616 0.250 -0.037
1.473 -1.148 1.361
-4.286 -0.309 1.422
-2.529 -0.467 -3.211
0.983 -2.073 -1.286
1.653 -0.607 -2.168
1.386 1.141 0.934
0.459 0.285 0.121
0.119 -1.123 0.842
0.308 0.219 1.167
0.580 0.630 -0.829
1.156 0.623 0.826
-1.867 3.036 1.207
-1.648 -0.611 -0.050
-1.050 -0.966 1.738

---

# C4H9N2O

A gas-phase ion, C4H9N2O (charge +1) in a non-equilibrium geometry (ωB97M-V with the def2-TZVPD basis set, the OMol25 dataset).

**HOMO energy**: -14.4104 eV
**SMILES string**: C1NC[C@H]2[NH2+][C@H]2O1
**Total charge**: +1

Positions of all 16 atoms, in Å:
O  1.7352  0.1319  0.2636
N  0.0536  -1.3523  -0.7759
N  -0.4202  1.1507  -0.5268
C  -1.1590  0.4070  0.3683
C  0.9628  -1.0193  0.3877
C  -0.6558  -1.0127  0.4642
C  1.0123  1.3237  -0.0732
H  -0.7417  2.0938  -0.6414
H  -2.0953  0.4425  -0.2333
H  -0.1814  -0.6015  -1.3686
H  -0.0408  -2.2455  -1.1386
H  1.5261  -1.8116  0.7481
H  1.0238  1.7798  0.9376
H  -1.3967  0.6970  1.3676
H  -1.2543  -1.7494  1.0005
H  1.6316  1.7660  -0.7798

Cartesian forces, eV/Å:
-1.756 -2.701 -0.638
-0.034 0.013 1.436
5.047 1.140 -0.578
-3.658 -1.759 -0.617
-2.521 2.503 -0.530
3.006 0.869 0.840
-1.406 -0.362 2.862
-0.515 0.256 -0.293
-0.432 -0.813 1.205
0.293 1.439 -1.824
0.067 -2.185 -0.907
0.721 -1.501 0.539
-0.170 0.831 -0.844
0.273 0.930 0.884
0.466 0.026 -0.253
0.618 1.313 -1.283

---

DFT total energy (a.u.)
-266.9669 -266.9901 -266.8973 -266.9213 -266.9078 -266.9879 -342.4280 -342.3047 -342.1984 -342.0787 -342.2763 -342.2221
Relative energy (zero: lowest compared OMol25 entry of this formula, charge and spin) (kJ/mol)
347.6 286.6 530.4 467.2 502.7 292.6 201.2 138.1 417.0 731.3 212.5 355.0